(1)
Below is a single C5H11NO molecule, with properties calculated with wB97M-V/def2-TZVPD.

Element x y z (Å)
C1 -1.390239 1.593477 0.699231
C2 -1.001368 0.162914 0.094303
N1 0.414799 -0.176573 0.282537
C3 1.344902 1.003343 0.224792
C4 0.875118 -1.203228 -0.748825
C5 0.065004 -2.480254 -0.486886
O1 0.507701 -3.611023 -0.618634
H1 -0.760356 2.270890 1.248811
H2 -1.899232 2.146766 -0.100668
H3 -2.266036 1.394412 1.333520
H4 -1.447382 -0.717612 0.552037
H5 -1.286708 0.134365 -0.920959
H6 1.379302 1.334760 1.276411
H7 2.343948 0.854948 0.013437
H8 1.057023 1.887617 -0.412794
H9 1.852505 -1.499641 -0.576969
H10 1.064137 -0.750232 -1.772406
H11 -0.853113 -2.344936 -0.086944

Cartesian forces, eV/Å:
C -2.61 -1.72 -0.73
C 1.48 0.99 1.93
N 2.47 0.08 -2.19
C -2.77 1.14 1.62
C -1.58 1.33 0.29
C 3.89 -1.27 -2.05
O -0.37 1.39 -0.05
H 0.80 -0.42 -0.04
H 0.60 0.15 -0.04
H 0.33 0.07 0.30
H -1.04 0.75 0.43
H -0.28 0.23 -1.55
H -0.06 0.45 -0.45
H 2.00 -1.39 -0.80
H -0.23 -0.98 0.38
H 2.08 -0.51 1.13
H -1.42 -0.64 0.47
H -3.31 0.35 1.34

Summary:
Charge: 0
Frontier orbital gap in eV: 9.8
LUMO in eV: 0.945
DFT total energy in eV: -8898.386
SMILES: CCN(C)CC=O
ΔE to the lowest compared entry with this formula, charge and spin in kcal per mole: 76.4


(2)
Below is a 2-piece molecular cluster, C5H11N2 overall, with properties calculated with wB97M-V/def2-TZVPD.

Element x y z (Å)
C1 -2.026956 1.920379 2.597303
C2 -2.549738 0.493659 0.670841
C3 0.192726 -0.745736 0.690543
C4 1.811460 0.631032 -0.536616
C5 0.552700 -1.076996 -1.687010
N1 -2.171343 1.169302 1.682414
N2 0.869754 -0.463818 -0.429131
H1 -1.596212 2.090991 3.535316
H2 -2.245881 0.966457 -0.234471
H3 -3.242852 -0.318913 0.702786
H4 0.203723 0.051859 1.503381
H5 -0.307657 -1.647191 0.844245
H6 1.418957 1.628436 -0.794678
H7 2.244505 0.835167 0.580826
H8 2.738688 0.170014 -0.967606
H9 0.368244 -0.449541 -2.499151
H10 1.448784 -1.612835 -1.992275
H11 -0.406487 -1.723385 -1.520594

Cartesian forces, eV/Å:
C -1.18 -1.41 -1.69
C 0.96 -0.59 -1.61
C 2.12 3.81 -1.45
C 2.62 0.45 4.39
C -1.21 -3.76 1.07
N -0.13 1.94 3.14
N -2.62 0.55 2.48
H 0.99 0.25 0.72
H -0.01 -0.20 -0.90
H -0.36 -0.07 0.34
H 0.50 -1.54 -0.95
H -1.00 -1.24 -0.25
H 0.14 -0.84 -0.90
H -1.18 -0.48 -2.42
H -1.00 1.11 -0.54
H -0.49 1.88 -0.76
H -0.24 -0.70 -0.09
H 2.08 0.82 -0.60

Summary:
Charge: +1
Frontier orbital gap (alpha / beta) in eV: 6.5 / 6.5
LUMO (alpha / beta) in eV: -4.924 / -4.924
DFT total energy in eV: -8331.924
ΔE to the lowest compared entry with this formula, charge and spin in kcal per mole: 119.8


(3)
Below is a single C4H6O molecule, with properties calculated with wB97M-V/def2-TZVPD.

Element x y z (Å)
C1 0.386291 0.238050 -1.701387
O1 0.179088 1.220445 -0.751359
C2 -0.014373 0.407285 0.664324
C3 -0.458048 -0.789806 0.984150
C4 -0.110354 0.306414 2.092211
H1 0.591443 0.793243 -2.557068
H2 -0.410738 -0.508241 -1.723983
H3 1.231860 -0.303052 -1.472164
H4 -1.008316 -1.686234 0.788428
H5 -0.901791 0.735245 2.706953
H6 0.821231 0.387746 2.742207

Cartesian forces, eV/Å:
C -1.25 -0.46 0.73
O -0.82 -1.11 5.85
C -0.81 -0.29 -5.09
C 1.21 2.93 0.34
C 0.96 0.41 1.81
H -0.19 0.50 -2.02
H -0.40 0.33 -0.61
H 2.25 -1.34 0.47
H 0.24 -0.22 0.12
H -0.43 0.17 -0.56
H -0.76 -0.91 -1.03

Summary:
Charge: 0
Frontier orbital gap in eV: 10.3
LUMO in eV: 1.040
DFT total energy in eV: -6287.705
SMILES: COC1=CC1
ΔE to the lowest compared entry with this formula, charge and spin in kcal per mole: 97.1


(4)
Below is CH10N3O6PS2 as an isolated structure, with properties calculated with wB97M-V/def2-TZVPD.

Element x y z (Å)
N1 1.255056 -1.496041 -0.833711
C1 1.689447 -0.104550 -1.070321
S1 0.470785 1.065480 -0.378244
O1 0.563271 2.259791 -1.168458
O2 0.910185 1.326584 1.011528
N2 -0.911997 0.331765 -0.352901
S2 -2.125648 1.056146 -1.174134
O3 -1.917535 1.188149 -2.594171
O4 -2.542095 2.265833 -0.510002
P1 -3.898535 -0.178922 -1.027587
O5 -3.679528 -1.487207 -1.975155
O6 -4.054910 -0.619906 0.533201
H1 1.833095 -1.885224 -0.101796
H2 1.439470 -2.030473 -1.671970
H3 2.637407 0.076771 -0.567756
H4 1.746902 0.066970 -2.138671
H5 -2.933391 -2.049245 -1.720003
H6 -3.270160 -1.052792 0.901148
N3 2.563119 0.249261 2.972416
H7 2.112834 0.528010 3.843180
H8 2.698535 -0.759651 2.965086
H9 1.950728 0.530467 2.172233
H10 3.462961 0.718782 2.886078

Cartesian forces, eV/Å:
N 0.64 0.45 -0.09
C -0.85 -1.12 0.50
S -0.04 0.73 0.17
O 0.09 -0.05 -0.42
O 0.91 -1.14 1.00
N -0.06 0.10 -0.53
S 0.32 0.29 0.25
O 0.27 -0.55 -0.24
O -0.19 -0.04 0.42
P -2.06 1.12 -0.77
O 0.75 -0.24 0.87
O 0.93 -0.57 -0.25
H -0.10 -0.28 -0.02
H -0.13 -0.16 0.05
H 0.12 0.47 -0.21
H 0.00 0.39 -0.02
H 0.08 -0.05 -0.21
H 0.03 0.11 0.18
N 0.22 -0.15 0.27
H -0.03 0.03 -0.04
H 0.00 0.01 0.04
H -0.87 0.61 -0.96
H -0.03 0.03 0.00

Summary:
Charge: 0
Frontier orbital gap in eV: 6.5
LUMO in eV: -1.493
DFT total energy in eV: -48911.859


(5)
Below is a single C11H11NO2 molecule, with properties calculated with wB97M-V/def2-TZVPD.

Element x y z (Å)
C1 -0.518974 -0.737957 -2.508772
C2 0.845877 -1.054882 -2.287681
C3 -1.298450 -0.159746 -1.569518
C4 1.448710 -0.954739 -1.047858
C5 0.925791 -0.790876 2.538806
C6 0.169521 -2.580964 1.154103
C7 -0.510286 1.411222 0.280335
C8 0.328356 1.362652 1.579310
C9 -0.775788 -0.049573 -0.152138
C10 1.152258 0.025635 1.303084
C11 0.666559 -0.569363 0.029148
N1 0.467436 -2.075129 2.304923
O1 1.167527 -0.470076 3.662086
O2 -0.261362 -3.577523 0.697567
H1 -1.012997 -0.945174 -3.507968
H2 1.346342 -1.415789 -3.140721
H3 -2.184923 0.423776 -1.712004
H4 2.467211 -1.218911 -0.918942
H5 -1.421097 1.950493 0.412947
H6 0.034386 2.122375 -0.497312
H7 0.989546 2.056997 1.992546
H8 -0.500597 1.155317 2.212245
H9 -1.592181 -0.593884 0.430591
H10 2.273655 0.436058 1.328527
H11 0.390312 -2.673311 3.185416

Cartesian forces, eV/Å:
C -2.62 0.54 -1.02
C 0.52 -0.51 1.39
C 1.68 0.09 0.66
C -1.03 0.02 -2.30
C 1.19 -0.38 -0.66
C 0.32 1.97 -3.73
C 1.24 2.96 -1.46
C -1.63 -3.16 -2.08
C 0.59 0.38 -0.88
C 2.18 2.27 1.15
C -2.05 -2.09 2.52
N -0.33 -1.95 3.82
O 0.09 0.64 0.84
O -0.08 -0.60 0.34
H 1.05 0.50 1.06
H 0.94 -0.40 -0.68
H -0.74 -0.45 -0.58
H 0.85 -0.06 0.11
H -0.87 0.39 0.40
H -0.86 -2.09 0.83
H 0.45 1.72 0.01
H -0.06 -0.24 1.69
H 1.30 0.96 0.12
H -2.12 -1.53 -0.23
H 0.01 1.03 -1.33

Summary:
Charge: 0
Frontier orbital gap (alpha / beta) in eV: 7.0 / 7.0
LUMO (alpha / beta) in eV: -0.077 / -0.226
DFT total energy in eV: -17166.898
ΔE to the lowest compared entry with this formula, charge and spin in kcal per mole: 112.2


(6)
Below is C37H62LuNO6PSSi as an isolated structure, with properties calculated with wB97M-V/def2-TZVPD.

Element x y z (Å)
Lu1 0.247254 -0.063338 -0.117581
O1 -2.285140 -3.426025 1.606511
C1 -1.980485 -2.410814 0.826037
O2 -0.823060 -2.051011 0.637331
C2 -3.171601 -1.868294 0.071200
O3 -2.911986 -0.607958 -0.490729
C3 -3.247191 0.473986 0.409596
C4 -2.206787 0.421005 1.533222
O4 -2.417864 -0.179571 2.570471
O5 -1.055923 0.906366 1.184110
H1 -1.467421 -3.782329 1.983005
H2 -4.038000 -1.873518 0.739771
H3 -3.363231 -2.580573 -0.744283
H4 -4.258682 0.338284 0.801900
H5 -3.170850 1.378438 -0.187003
C5 -1.098641 3.478183 -1.187968
Si1 -0.334013 1.946151 -2.029874
C6 -1.634940 1.339788 -3.294439
C7 1.079245 2.681614 -3.073775
C8 1.963929 3.596314 -2.496078
C9 2.966757 4.210298 -3.225679
C10 3.126332 3.913907 -4.572733
C11 2.263026 3.012784 -5.174532
C12 1.254923 2.411296 -4.432459
H6 -1.178724 4.304791 -1.896977
H7 -0.522939 3.823634 -0.330671
H8 -2.102533 3.265756 -0.820503
H9 -1.943017 2.151376 -3.957767
H10 -2.526071 0.966253 -2.790098
H11 -1.264220 0.529334 -3.923054
H12 1.860102 3.852829 -1.447643
H13 3.626866 4.920985 -2.745419
H14 3.902686 4.398027 -5.149846
H15 2.358826 2.793746 -6.230273
H16 0.585725 1.726011 -4.937098
O6 2.305336 -0.524332 -0.870979
S1 3.315359 -1.224375 -1.771611
C13 2.831331 -0.763356 -3.471444
C14 3.939927 0.111743 -4.056726
C15 4.528921 0.881931 -2.880495
C16 4.775359 -0.170387 -1.811948
H17 1.911968 -0.191665 -3.317534
H18 2.611621 -1.667049 -4.035490
H19 3.527068 0.777377 -4.812785
H20 4.703566 -0.511126 -4.528264
H21 3.811172 1.619685 -2.523932
H22 5.446934 1.408738 -3.138610
H23 4.918268 0.185122 -0.793640
H24 5.608706 -0.827140 -2.070846
C17 -1.856704 -4.141035 -3.689213
C18 -1.423549 -2.725970 -4.055262
C19 -0.730166 -2.062554 -2.957815
N1 -0.184261 -1.540086 -2.093347
H25 -2.366879 -4.592552 -4.536339
H26 -2.542686 -4.136999 -2.845210
H27 -0.999016 -4.760200 -3.435386
H28 -2.271545 -2.085943 -4.314983
H29 -0.743837 -2.715942 -4.911604
C20 6.264274 1.079687 2.916160
C21 5.346541 2.233543 2.502975
C22 4.002488 1.732182 1.960362
C23 3.614365 0.422593 2.652104
C24 4.593145 -0.666868 2.189861
C25 6.024021 -0.126528 2.022146
P1 1.831869 0.001108 2.414605
C26 0.922109 0.970582 3.693645
C27 1.511858 0.950526 5.128502
C28 1.955670 2.334889 5.588504
C29 0.785389 3.317701 5.605028
C30 -0.135039 3.110619 4.391887
C31 0.612335 2.413914 3.262753
C32 1.593346 -1.756626 2.948644
C33 2.090155 -2.144326 4.358415
C34 2.310336 -3.654579 4.498657
C35 1.259076 -4.413692 3.700755
C36 1.482610 -4.166147 2.202840
C37 2.091737 -2.786745 1.928846
H30 6.076409 0.799053 3.956013
H31 7.308402 1.393541 2.874789
H32 5.834251 2.847701 1.743488
H33 5.171518 2.889369 3.358596
H34 4.061018 1.535145 0.883096
H35 3.245693 2.506573 2.067585
H36 3.752195 0.560474 3.733323
H37 4.243664 -1.098824 1.247894
H38 4.593360 -1.483615 2.911833
H39 6.199869 0.173270 0.985242
H40 6.741439 -0.922348 2.225392
H41 -0.050275 0.457233 3.702815
H42 2.355264 0.258758 5.212895
H43 0.751287 0.570843 5.815152
H44 2.743628 2.695717 4.921616
H45 2.412154 2.267254 6.577738
H46 1.164627 4.340905 5.623137
H47 0.217593 3.189385 6.528711
H48 -0.536784 4.066381 4.049557
H49 -0.997510 2.496704 4.666426
H50 1.524601 2.975018 3.055403
H51 0.024984 2.410148 2.348279
H52 0.493239 -1.812661 2.952067
H53 1.345129 -1.823469 5.090694
H54 3.013194 -1.614967 4.607588
H55 2.292052 -3.929450 5.554046
H56 3.301753 -3.932861 4.131313
H57 0.267721 -4.068827 4.012862
H58 1.285708 -5.482109 3.916300
H59 0.550925 -4.268248 1.640497
H60 2.142973 -4.935667 1.795779
H61 1.882429 -2.486209 0.893565
H62 3.177463 -2.856316 1.992608

Cartesian forces, eV/Å:
Lu 0.69 -0.55 -0.47
O -0.04 0.25 -0.20
C 0.30 -0.30 -0.22
O -0.24 0.28 0.17
C 0.01 0.08 0.01
O -0.07 -0.03 0.19
C -0.08 -0.19 0.09
C 0.01 0.05 -0.01
O -0.26 -0.02 0.00
O -0.26 -0.10 0.02
H 0.16 -0.09 0.18
H 0.04 0.05 -0.07
H 0.03 0.13 0.13
H 0.08 0.01 -0.07
H 0.02 0.03 0.08
C -0.01 -0.05 -0.24
Si -0.06 -0.01 0.10
C 0.10 0.25 -0.01
C -0.13 -0.01 -0.08
C -0.01 0.03 0.15
C 0.14 -0.01 -0.03
C 0.02 0.06 -0.03
C 0.01 0.06 -0.04
C 0.00 -0.08 0.04
H -0.02 0.05 -0.01
H 0.11 0.00 0.05
H -0.08 -0.05 0.04
H -0.03 0.02 -0.04
H -0.07 -0.03 0.10
H 0.10 -0.06 -0.06
H -0.04 0.01 0.08
H 0.01 0.04 0.00
H 0.02 0.01 -0.02
H 0.02 -0.01 -0.05
H -0.11 -0.05 -0.04
O 0.01 0.14 0.21
S -0.19 -0.19 -0.19
C -0.01 0.12 0.03
C 0.01 -0.12 -0.02
C -0.02 0.04 0.00
C 0.02 0.03 0.07
H 0.02 0.00 -0.01
H 0.02 -0.03 -0.01
H 0.03 -0.03 0.03
H 0.02 0.00 0.01
H -0.06 0.06 0.01
H 0.01 -0.03 -0.01
H 0.02 0.08 0.02
H 0.00 -0.05 -0.01
C -0.03 -0.11 -0.05
C 0.06 0.26 -0.08
C 0.22 0.18 0.24
N -0.26 -0.11 0.00
H -0.01 -0.02 -0.02
H -0.03 0.01 0.04
H 0.02 -0.02 0.01
H 0.01 -0.08 -0.01
H -0.07 -0.05 0.02
C 0.12 -0.01 0.10
C -0.01 0.15 0.01
C -0.11 -0.01 -0.16
C 0.02 0.03 0.25
C -0.06 -0.10 -0.03
C 0.04 -0.06 -0.08
P -0.04 0.12 -0.30
C -0.12 -0.07 0.09
C 0.16 -0.15 0.06
C 0.07 -0.04 0.06
C -0.01 0.04 0.11
C -0.10 0.09 -0.03
C 0.05 0.04 -0.10
C -0.12 -0.01 0.13
C -0.03 0.10 0.08
C 0.03 -0.05 0.05
C -0.03 -0.05 0.03
C -0.01 -0.09 -0.11
C 0.06 0.05 -0.23
H -0.01 -0.01 0.01
H -0.02 -0.02 -0.01
H 0.02 0.00 -0.02
H 0.00 0.00 0.01
H 0.03 0.01 0.00
H -0.06 0.02 0.06
H -0.04 0.02 -0.11
H 0.02 0.02 -0.07
H 0.02 -0.03 0.06
H -0.01 0.03 -0.05
H 0.01 0.01 0.03
H 0.08 0.03 -0.01
H -0.16 0.15 0.00
H -0.02 0.02 0.04
H 0.03 0.03 -0.04
H -0.02 0.00 0.01
H 0.03 0.00 -0.02
H -0.01 -0.01 0.01
H 0.02 -0.02 0.01
H -0.01 -0.02 0.00
H 0.08 0.01 -0.03
H 0.01 0.00 0.03
H 0.07 -0.03 0.00
H 0.05 0.00 -0.02
H 0.01 -0.07 -0.03
H -0.04 -0.01 -0.01
H 0.04 0.00 -0.02
H -0.03 0.05 0.00
H 0.03 0.00 0.00
H -0.10 -0.01 0.00
H 0.03 0.02 0.03
H -0.02 0.00 0.15
H -0.02 -0.03 0.02

Summary:
Charge: +1
Frontier orbital gap in eV: 7.2
LUMO in eV: -2.070
DFT total energy in eV: -114771.924


Q: Which value of DFT total energy does entry 4 give?
A: -48911.859 eV


Q: The highest DFT total energy belongs to which entry?
A: C4H6O